{
  "formula": "C36H75Cl14N3O2PS",
  "method": "ωB97M-V/def2-TZVPD",
  "orbital_gap_ev": 8.66,
  "mol_weight_g_mol": 1141.4,
  "total_charge": 1,
  "lumo_energy_ha": -0.09704,
  "e_homo_ev": -11.30,
  "elements": ["C", "C", "C", "C", "C", "C", "C", "C", "C", "C", "O", "C", "S", "C", "C", "C", "C", "C", "N", "N", "C", "C", "C", "N", "P", "C", "O", "C", "C", "Cl", "C", "C", "Cl", "H", "H", "H", "H", "H", "H", "H", "H", "H", "H", "H", "H", "H", "H", "H", "H", "H", "H", "H", "H", "H", "H", "H", "H", "H", "H", "H", "H", "H", "H", "H", "H", "H", "H", "H", "H", "H", "H", "H", "H", "H", "H", "H", "H", "H", "H", "H", "H", "H", "H", "H", "Cl", "C", "C", "Cl", "H", "H", "H", "H", "Cl", "C", "C", "Cl", "H", "H", "H", "H", "Cl", "C", "C", "Cl", "H", "H", "H", "H", "Cl", "C", "C", "Cl", "H", "H", "H", "H", "Cl", "C", "C", "Cl", "H", "H", "H", "H", "Cl", "C", "C", "Cl", "H", "H", "H", "H"],
  "positions_angstrom": [[-1.578, 2.494, -2.178], [-2.492, 1.271, -2.577], [-2.294, 0.190, -1.466], [-3.413, -0.895, -1.404], [-2.908, -2.335, -1.086], [-1.832, -2.427, 0.041], [-2.393, -2.265, 1.495], [-2.079, -0.905, 2.208], [-1.126, -1.113, 3.459], [0.216, -1.699, 2.953], [0.596, -1.207, 1.674], [1.407, -0.033, 1.724], [0.516, 1.231, 0.675], [1.630, 0.599, 3.124], [2.425, 1.930, 2.977], [3.538, 2.056, 1.896], [3.815, 3.615, 1.700], [5.255, 4.015, 2.221], [6.072, 4.373, 1.047], [2.070, -0.353, 4.222], [1.545, 0.003, 5.593], [1.380, 1.489, 6.015], [2.577, 2.195, 6.713], [3.122, 1.349, 7.814], [3.891, -0.699, 4.206], [4.888, 0.725, 4.825], [4.394, -0.818, 2.596], [1.484, -1.725, 3.900], [1.388, -2.847, 4.963], [-0.177, -2.865, 5.946], [2.587, -3.168, 5.966], [2.853, -4.721, 5.932], [2.159, -2.854, 7.729], [-1.952, 3.456, -2.577], [-0.536, 2.369, -2.536], [-1.534, 2.602, -1.070], [-2.022, 0.863, -3.511], [-3.538, 1.569, -2.746], [-1.270, -0.218, -1.581], [-2.312, 0.724, -0.487], [-4.256, -0.631, -0.729], [-3.865, -0.940, -2.422], [-3.745, -3.024, -0.831], [-2.450, -2.757, -2.006], [-1.405, -3.456, -0.020], [-0.999, -1.745, -0.208], [-2.017, -3.120, 2.103], [-3.492, -2.392, 1.451], [-1.748, -0.091, 1.543], [-3.040, -0.564, 2.657], [-1.078, -0.169, 4.036], [-1.714, -1.814, 4.084], [0.030, -2.783, 2.783], [2.331, -0.253, 1.157], [1.096, 1.195, -0.563], [0.614, 0.923, 3.452], [1.678, 2.704, 2.698], [2.837, 2.332, 3.928], [3.275, 1.686, 0.891], [4.521, 1.629, 2.164], [3.081, 4.236, 2.245], [3.759, 3.849, 0.621], [5.704, 3.220, 2.859], [5.114, 4.920, 2.849], [5.999, 3.622, 0.365], [7.036, 4.482, 1.349], [2.138, -0.507, 6.376], [0.491, -0.344, 5.564], [0.973, 2.164, 5.230], [0.574, 1.487, 6.784], [3.362, 2.585, 6.044], [2.146, 3.094, 7.214], [4.113, 1.568, 7.890], [2.691, 1.613, 8.694], [4.793, 0.859, 5.920], [5.942, 0.376, 4.696], [4.836, 1.669, 4.257], [4.236, -1.719, 2.287], [2.229, -2.159, 3.181], [1.253, -3.781, 4.375], [3.553, -2.685, 5.816], [3.781, -4.897, 6.504], [2.989, -5.080, 4.888], [2.026, -5.262, 6.423], [1.799, -0.978, -2.978], [3.528, -0.541, -2.954], [3.839, 0.436, -1.848], [3.116, 2.039, -2.148], [3.790, -0.137, -3.930], [4.090, -1.462, -2.801], [4.916, 0.583, -1.770], [3.474, 0.075, -0.886], [-5.154, -0.088, -5.077], [-5.373, 1.287, -6.191], [-4.516, 2.473, -5.816], [-5.057, 3.242, -4.301], [-6.430, 1.547, -6.200], [-5.101, 0.932, -7.181], [-4.580, 3.231, -6.594], [-3.470, 2.190, -5.699], [6.766, 0.100, -0.454], [7.552, -1.435, 0.000], [8.254, -2.077, -1.173], [7.101, -2.672, -2.394], [6.792, -2.092, 0.418], [8.273, -1.203, 0.783], [8.829, -2.937, -0.832], [8.935, -1.382, -1.661], [-2.191, -1.467, -4.520], [-0.996, -2.574, -5.243], [-1.621, -3.879, -5.677], [-2.141, -4.866, -4.287], [-0.201, -2.734, -4.518], [-0.573, -2.062, -6.107], [-0.893, -4.471, -6.231], [-2.486, -3.715, -6.317], [-8.730, 0.291, -5.303], [-9.764, -0.825, -4.375], [-9.040, -1.415, -3.187], [-7.749, -2.541, -3.677], [-10.116, -1.600, -5.054], [-10.625, -0.250, -4.035], [-9.741, -1.982, -2.576], [-8.593, -0.639, -2.568], [-5.748, 2.683, -9.105], [-7.096, 3.842, -8.964], [-8.430, 3.202, -9.272], [-8.585, 2.769, -10.992], [-6.891, 4.679, -9.629], [-7.092, 4.210, -7.938], [-9.234, 3.903, -9.047], [-8.586, 2.300, -8.681]]
}

---

{
  "formula": "C36H76AsF6N2O34P6",
  "method": "ωB97M-V/def2-TZVPD",
  "orbital_gap_ev": 7.01,
  "mol_weight_g_mol": 1455.7,
  "total_charge": -1,
  "lumo_energy_ha": -0.02138,
  "e_homo_ev": -7.59,
  "elements": ["As", "F", "F", "F", "F", "F", "F", "C", "C", "C", "O", "C", "C", "C", "O", "O", "O", "H", "H", "H", "H", "C", "C", "C", "O", "C", "C", "C", "O", "O", "O", "H", "H", "H", "H", "C", "O", "N", "C", "C", "H", "H", "H", "H", "H", "H", "H", "C", "O", "N", "C", "C", "H", "H", "H", "H", "H", "H", "H", "C", "O", "P", "O", "O", "C", "O", "C", "H", "H", "H", "H", "H", "H", "H", "H", "H", "C", "O", "P", "O", "O", "C", "O", "C", "H", "H", "H", "H", "H", "H", "H", "H", "H", "C", "O", "P", "O", "O", "C", "O", "C", "H", "H", "H", "H", "H", "H", "H", "H", "H", "C", "O", "P", "O", "O", "C", "O", "C", "H", "H", "H", "H", "H", "H", "H", "H", "H", "C", "O", "P", "O", "O", "C", "O", "C", "H", "H", "H", "H", "H", "H", "H", "H", "H", "C", "O", "P", "O", "O", "C", "O", "C", "H", "H", "H", "H", "H", "H", "H", "H", "H"],
  "positions_angstrom": [[-0.144, 0.913, 1.396], [-1.147, -0.528, 1.816], [-0.632, 0.887, -0.385], [0.754, 2.410, 1.060], [0.358, 1.136, 3.053], [1.338, -0.073, 1.128], [-1.633, 1.890, 1.735], [-9.092, 4.450, -3.169], [-9.665, 5.591, -3.664], [-8.773, 6.802, -4.017], [-9.223, 7.945, -4.314], [-7.356, 6.446, -3.994], [-6.828, 5.286, -3.567], [-7.679, 4.187, -3.023], [-7.274, 3.136, -2.570], [-5.549, 4.928, -3.676], [-11.002, 5.669, -3.994], [-9.815, 3.655, -3.063], [-6.660, 7.133, -4.452], [-5.233, 4.346, -2.981], [-11.142, 6.143, -4.817], [5.967, 8.036, 6.452], [4.709, 7.646, 5.991], [3.660, 8.617, 5.589], [2.638, 8.397, 5.006], [4.157, 9.995, 5.775], [5.381, 10.398, 6.183], [6.438, 9.430, 6.582], [7.642, 9.587, 6.933], [5.674, 11.729, 6.238], [4.400, 6.295, 5.922], [6.755, 7.403, 6.833], [3.507, 10.838, 5.591], [6.596, 11.876, 6.461], [3.611, 6.140, 5.397], [8.659, 0.899, 2.913], [8.979, 1.062, 1.723], [9.401, 0.350, 3.877], [8.992, 0.333, 5.313], [10.762, -0.245, 3.479], [7.723, 1.245, 3.378], [9.266, 1.278, 5.782], [9.370, -0.429, 5.994], [7.904, 0.297, 5.360], [11.110, -0.045, 2.465], [11.562, 0.139, 4.111], [10.585, -1.311, 3.625], [4.759, 5.112, -4.529], [5.630, 4.275, -4.141], [4.477, 6.270, -3.810], [3.565, 7.290, -4.379], [4.960, 6.350, -2.400], [4.262, 5.024, -5.508], [4.068, 8.257, -4.393], [2.599, 7.443, -3.897], [3.386, 7.144, -5.444], [5.584, 7.210, -2.157], [4.169, 6.440, -1.655], [5.430, 5.445, -2.015], [6.594, -3.876, -10.133], [5.651, -3.704, -9.049], [5.681, -2.290, -8.257], [6.796, -1.967, -7.308], [5.546, -1.253, -9.508], [4.325, -1.039, -10.144], [4.208, -2.145, -7.578], [4.123, -2.128, -6.156], [7.136, -2.940, -10.271], [6.117, -3.946, -11.111], [7.333, -4.670, -10.021], [4.507, -0.838, -11.199], [3.748, -0.232, -9.692], [3.658, -1.900, -10.107], [3.907, -1.104, -5.850], [5.016, -2.357, -5.574], [3.304, -2.772, -5.835], [8.562, -7.092, -3.069], [9.070, -7.057, -1.698], [8.445, -6.086, -0.599], [8.527, -4.603, -0.822], [7.013, -6.708, -0.258], [6.349, -6.361, 0.919], [9.433, -6.634, 0.657], [9.706, -8.087, 0.841], [9.386, -6.868, -3.748], [7.703, -6.456, -3.281], [8.327, -8.136, -3.278], [6.896, -5.578, 1.444], [6.229, -7.147, 1.664], [5.378, -5.954, 0.637], [9.732, -8.362, 1.895], [10.637, -8.381, 0.358], [8.908, -8.640, 0.344], [-4.867, -2.238, -11.849], [-5.745, -1.379, -11.027], [-5.135, 0.065, -10.472], [-6.013, 0.784, -9.442], [-3.567, -0.292, -9.986], [-3.411, -1.426, -9.173], [-4.916, 0.948, -11.862], [-6.008, 1.329, -12.675], [-3.828, -1.914, -11.904], [-5.082, -2.219, -12.918], [-4.806, -3.300, -11.610], [-2.845, -2.216, -9.667], [-4.370, -1.694, -8.728], [-2.786, -1.023, -8.377], [-6.196, 2.393, -12.531], [-6.826, 0.611, -12.611], [-5.850, 1.256, -13.751], [3.902, -6.775, 11.085], [3.635, -5.600, 10.252], [4.509, -4.319, 10.643], [4.407, -3.783, 12.047], [6.075, -4.758, 10.273], [6.371, -5.612, 9.208], [4.246, -3.273, 9.380], [2.929, -2.852, 9.208], [2.970, -6.946, 11.624], [4.817, -6.712, 11.674], [4.072, -7.599, 10.392], [5.531, -5.852, 8.555], [6.821, -6.561, 9.500], [7.199, -5.235, 8.607], [2.958, -1.765, 9.131], [2.204, -2.915, 10.020], [2.536, -3.204, 8.254], [-8.820, -6.072, 3.346], [-8.259, -7.282, 2.957], [-7.490, -7.553, 1.567], [-6.754, -8.848, 1.470], [-8.669, -7.485, 0.453], [-9.620, -8.566, 0.465], [-6.675, -6.151, 1.344], [-7.158, -4.976, 0.753], [-9.866, -6.344, 3.200], [-8.445, -5.286, 2.691], [-8.496, -5.919, 4.376], [-9.706, -9.091, 1.417], [-9.570, -9.296, -0.343], [-10.657, -8.236, 0.405], [-8.218, -5.068, 0.516], [-6.699, -4.771, -0.214], [-7.030, -4.117, 1.412], [-9.543, 3.092, 5.225], [-10.247, 3.607, 6.336], [-11.761, 4.178, 5.988], [-12.733, 3.054, 5.650], [-11.504, 5.271, 4.876], [-12.513, 6.238, 4.498], [-12.062, 5.033, 7.343], [-13.200, 4.800, 8.206], [-8.550, 2.728, 5.490], [-9.264, 3.923, 4.578], [-10.066, 2.318, 4.664], [-13.517, 6.015, 4.859], [-12.825, 6.144, 3.458], [-12.157, 7.209, 4.842], [-14.064, 4.204, 7.911], [-13.745, 5.711, 8.454], [-12.940, 4.363, 9.170]]
}